9
Properties=species:S:1:pos:R:3 method="wB97M-V/def2-TZVPD" orbital_gap_ev=10.5 largest_force_ev_per_a=4.312 smiles="C1N=NNN1" molar_mass_g_mol=72.07 e_homo_ev=-9.58 relative_energy_kcal_mol=93.6 energy_ha=-259.410822
C 0.08 0.83 -0.38
N 1.55 0.88 0.04
N 1.92 -0.29 0.15
N -0.32 -0.47 -0.02
N 0.76 -1.27 -0.33
H -0.60 1.52 0.08
H -0.13 1.08 -1.44
H -0.38 -0.48 1.12
H 0.93 -2.11 0.23